Entry 1:
The following is a quantum chemistry calculation of 9 unconnected molecules or ions with the total composition C18H27N9 in a non-equilibrium geometry, from OMol25.

Summary:
**Electronic energy**: -1194.352353 a.u.
**Max |F|**: 0.094 Eh/bohr
**Multiplicity**: 2
**ΔE to the lowest compared entry with this formula, charge and spin**: 0.0 kcal per mole
**Frontier orbital gap (spin up / spin down)**: 11.0 / 2.2 eV
**Total charge**: +1

CARTESIAN COORDINATES (ANGSTROEM)
1 N -0.324 4.284 -3.006
2 N -1.257 0.593 -4.045
3 N -2.219 2.587 2.243
4 N 4.459 2.819 2.539
5 N -3.448 -1.407 -2.037
6 N 2.200 -1.862 0.652
7 N 0.684 1.774 -0.359
8 N 0.468 -1.528 3.524
9 N -1.349 -5.323 -0.859
10 C -2.884 -2.130 -2.769
11 C 3.280 -2.195 0.446
12 C 0.011 0.962 0.035
13 C 3.504 2.204 2.454
14 C 2.003 3.066 -3.115
15 C 2.216 1.517 2.363
16 C -2.232 -2.986 -3.749
17 C -2.123 1.058 -3.475
18 C -1.965 3.119 1.237
19 C -0.809 -0.246 5.421
20 C -3.168 1.625 -2.703
21 C 0.706 3.721 -3.103
22 C -0.037 -4.403 1.253
23 C -0.093 -0.941 4.360
24 C -0.854 -0.141 0.585
25 C -0.786 -4.906 0.078
26 C 4.679 -2.659 0.141
27 C -1.651 3.836 0.035
28 H -0.354 -1.097 0.735
29 H 1.819 2.151 -3.678
30 H -1.494 -2.311 -4.184
31 H -0.969 3.344 -0.659
32 H -0.812 0.834 5.268
33 H 4.581 -2.588 -0.942
34 H -4.075 1.029 -2.805
35 H -1.750 -3.777 -3.175
36 H 2.390 0.581 1.832
37 H -0.282 -0.508 6.338
38 H -0.973 0.008 1.658
39 H -2.901 -3.329 -4.538
40 H 4.957 -3.622 0.570
41 H -1.754 -0.218 -0.024
42 H 2.405 2.941 -2.110
43 H -2.642 3.893 -0.415
44 H -1.777 -0.703 5.623
45 H 0.728 -5.139 1.501
46 H 5.556 -2.042 0.337
47 H 1.504 2.195 1.893
48 H -2.983 1.399 -1.653
49 H 0.341 -3.420 0.972
50 H -3.334 2.699 -2.786
51 H -0.655 -4.301 2.145
52 H 2.023 1.218 3.394
53 H 2.742 3.508 -3.785
54 H -1.300 4.821 0.340

Atomic forces in eV per Å
N 0.225 -0.519 -0.246
N 2.973 -1.464 -1.927
N 0.412 0.808 -1.839
N 1.094 0.497 0.032
N 1.264 -1.054 -1.194
N 0.077 0.021 -0.293
N 1.660 2.230 -1.446
N -0.993 1.087 1.387
N 1.272 1.156 1.989
C -1.627 1.150 0.835
C 1.614 -0.119 1.041
C -2.206 -3.944 1.648
C -1.003 -0.167 -0.278
C -0.597 0.269 -0.308
C 1.268 -0.228 0.539
C 0.240 0.613 0.616
C -2.405 1.689 1.743
C 0.188 -1.643 2.670
C 0.435 -0.609 0.707
C -0.812 -0.062 1.409
C 0.711 0.090 0.325
C -0.541 -0.262 -0.548
C 0.653 -1.057 -1.657
C 0.994 0.628 0.265
C -1.186 -0.948 -1.388
C -0.951 0.601 -0.718
C -0.901 0.386 -0.272
H 0.552 -0.025 -1.207
H -0.038 -0.744 0.324
H 0.346 -0.336 -0.255
H 0.011 0.005 0.452
H -0.263 -0.189 0.036
H 0.666 -1.036 -0.305
H -0.297 0.196 -0.622
H 0.063 -0.279 -0.362
H -0.425 0.112 -0.329
H 0.318 0.442 0.133
H -0.865 0.899 -0.097
H -0.068 -0.082 0.317
H -0.661 -0.183 -0.431
H -0.081 -0.101 0.472
H -0.267 -0.234 -0.092
H 0.094 0.630 -0.552
H -0.256 0.373 -0.614
H 0.274 0.334 -0.156
H -0.713 0.787 0.614
H -0.116 -0.436 0.316
H 0.451 0.083 0.207
H 0.434 -0.190 0.319
H 0.048 -0.179 -0.546
H -0.255 0.016 -0.250
H -0.723 0.186 -0.056
H -0.113 0.728 -0.012
H 0.025 0.075 -0.392


Entry 2:
The following is a quantum chemistry calculation of a molecular structure, C2H2ClIO2S, from OMol25.

Summary:
**Electronic energy**: -1383.913271 a.u.
**Max |F|**: 0.019 Eh/bohr
**Multiplicity**: 1
**ΔE to the lowest compared entry with this formula, charge and spin**: 0.0 kcal per mole
**Frontier orbital gap**: 9.8 eV

CARTESIAN COORDINATES (ANGSTROEM)
1 I 3.118 -1.216 0.011
2 Cl 2.958 2.212 -1.262
3 S 2.149 1.725 0.531
4 O 1.059 2.614 0.758
5 O 3.210 1.654 1.475
6 C 0.249 -0.120 -0.006
7 C 1.533 0.091 0.156
8 H -0.167 -1.086 -0.242
9 H -0.428 0.712 0.108

Atomic forces in eV per Å
I -0.027 -0.623 -0.121
Cl 0.084 0.064 -0.145
S -0.535 0.309 0.404
O -0.230 -0.022 -0.185
O 0.145 -0.165 -0.067
C -0.331 0.104 0.045
C 0.938 0.333 0.063
H 0.094 -0.138 0.009
H -0.138 0.137 -0.004


Entry 3:
The following is a quantum chemistry calculation of 2 unconnected molecules or ions with the total composition C3H6O, from OMol25.

Summary:
**Electronic energy**: -193.006111 a.u.
**Max |F|**: 0.007 Eh/bohr
**Multiplicity**: 1
**SMILES string**: OC1=CC1.[H][H]
**ΔE to the lowest compared entry with this formula, charge and spin**: 86.0 kcal per mole
**Frontier orbital gap**: 9.6 eV

CARTESIAN COORDINATES (ANGSTROEM)
1 O 1.966 -0.389 -0.023
2 C -0.412 -0.191 0.867
3 C 0.722 -0.013 0.275
4 C -0.162 1.159 0.184
5 H -1.272 -1.029 -1.292
6 H -1.054 -0.744 1.540
7 H -1.401 -1.062 -2.020
8 H 2.126 -1.241 0.407
9 H -0.681 1.416 -0.750
10 H 0.094 2.033 0.797

Atomic forces in eV per Å
O -0.088 -0.182 0.033
C 0.180 -0.133 0.264
C -0.286 0.131 0.220
C 0.082 0.298 -0.082
H 0.010 -0.010 0.052
H 0.138 0.187 -0.255
H -0.077 -0.023 -0.201
H 0.072 0.055 -0.116
H 0.157 -0.186 0.208
H -0.188 -0.138 -0.122


Entry 4:
The following is a quantum chemistry calculation of 2 unconnected molecules or ions with the total composition C4H11N4 in a non-equilibrium geometry, from OMol25.

Summary:
**Electronic energy**: -377.586956 a.u.
**Max |F|**: 0.095 Eh/bohr
**Multiplicity**: 1
**ΔE to the lowest compared entry with this formula, charge and spin**: 150.5 kcal per mole
**Frontier orbital gap (spin up / spin down)**: 8.1 / 7.6 eV
**Total charge**: +1

CARTESIAN COORDINATES (ANGSTROEM)
1 N 0.810 0.057 1.035
2 N 0.255 -1.855 0.721
3 N -0.208 -2.386 1.633
4 N 0.330 0.854 0.250
5 C 1.824 0.376 1.942
6 C -1.645 -0.291 -0.795
7 C 0.058 0.974 -2.076
8 C -0.624 0.940 -0.732
9 H 1.574 1.273 2.583
10 H 1.910 -0.545 2.531
11 H -2.360 -0.095 -1.561
12 H 2.755 0.539 1.394
13 H -0.682 -3.280 1.668
14 H -1.279 1.843 -0.567
15 H -1.048 -1.144 -1.006
16 H 0.907 1.558 -2.084
17 H 0.137 -0.046 -2.193
18 H -2.176 -0.238 0.081
19 H -0.540 1.464 -2.822

Atomic forces in eV per Å
N -3.450 0.038 -3.460
N -0.393 -0.966 0.390
N 0.746 1.928 0.024
N 2.956 1.118 3.335
C 1.116 0.357 1.863
C 1.864 2.414 -0.991
C -1.460 1.240 0.520
C -4.192 -1.112 -1.115
H 0.206 -1.024 -0.765
H 0.374 0.520 0.350
H -0.318 0.053 -0.851
H -0.028 0.079 0.115
H -0.071 -0.749 -0.348
H 1.173 -0.511 0.244
H -0.080 -1.015 0.012
H 2.361 0.677 0.172
H 1.201 -1.990 -1.602
H -1.196 -0.770 2.382
H -0.809 -0.288 -0.275


Entry 5:
The following is a quantum chemistry calculation of a molecular structure, C33H43BCoFN8O4S3 in a non-equilibrium geometry, from OMol25.

Summary:
**Electronic energy**: -4724.257746 a.u.
**Max |F|**: 0.029 Eh/bohr
**Multiplicity**: 4
**ΔE to the lowest compared entry with this formula, charge and spin**: 51.2 kcal per mole
**Frontier orbital gap (spin up / spin down)**: 6.5 / 6.5 eV
**Total charge**: +1

CARTESIAN COORDINATES (ANGSTROEM)
1 Co 0.196 -0.235 -0.069
2 S -2.062 0.305 0.746
3 S 2.531 -0.727 -0.222
4 S 0.143 -1.858 1.503
5 F 0.596 4.568 -6.432
6 O 3.641 1.481 -3.278
7 O 0.214 0.988 -1.395
8 O 2.866 3.219 -7.408
9 O -0.808 2.816 -2.161
10 N 2.585 2.370 2.228
11 N -0.012 1.372 3.694
12 N 0.201 0.485 2.730
13 N 2.157 1.437 1.365
14 N 1.889 2.934 -3.506
15 N -0.340 2.301 1.050
16 N 0.107 3.562 0.951
17 N 3.179 2.332 -5.336
18 C -0.747 2.072 5.865
19 C -0.410 -1.331 4.132
20 C 4.324 3.529 3.462
21 C -1.621 1.951 0.766
22 C -2.565 2.963 0.436
23 C -1.175 1.508 7.217
24 C 1.579 2.855 -2.089
25 C 0.498 2.956 6.035
26 C 3.618 4.885 3.408
27 C -0.013 -0.836 2.862
28 C -0.644 -2.792 4.316
29 C 1.223 6.067 0.894
30 C 2.955 2.190 -3.992
31 C 2.504 3.141 -6.265
32 C 3.939 2.826 4.775
33 C -1.099 6.888 1.298
34 C 0.194 2.198 -1.872
35 C -0.439 0.971 4.862
36 C 1.098 3.695 -4.344
37 C 5.837 3.754 3.441
38 C -0.232 5.933 0.463
39 C 3.004 0.671 0.621
40 C -2.106 4.241 0.406
41 C 1.366 3.815 -5.648
42 C 5.346 0.284 -0.269
43 C -0.734 4.510 0.642
44 C -1.876 2.937 5.276
45 C -3.952 2.585 0.042
46 C -0.625 -0.408 5.119
47 C -0.364 6.293 -1.027
48 C 4.393 1.022 0.608
49 C 3.858 2.633 2.319
50 C 4.789 2.021 1.440
51 B 0.630 1.167 1.398
52 H 2.359 2.269 -1.618
53 H 3.958 1.802 -5.700
54 H -2.080 3.776 5.943
55 H 0.284 3.757 6.744
56 H 0.766 3.398 5.077
57 H 6.365 0.629 -0.109
58 H -0.965 -0.743 6.089
59 H -1.574 3.329 4.304
60 H -2.772 5.050 0.140
61 H -4.379 1.856 0.729
62 H -0.057 7.329 -1.177
63 H -4.597 3.460 -0.011
64 H 6.390 2.819 3.551
65 H 1.620 7.032 0.577
66 H 2.552 4.751 3.579
67 H 5.077 0.442 -1.315
68 H 2.871 2.621 4.784
69 H -0.654 7.883 1.281
70 H 4.183 3.470 5.621
71 H 0.240 4.175 -3.895
72 H 1.292 6.003 1.978
73 H -0.397 0.881 7.656
74 H 5.288 -0.788 -0.077
75 H 1.830 5.272 0.466
76 H 5.828 2.312 1.461
77 H -1.391 6.185 -1.379
78 H -1.515 -3.104 3.735
79 H -2.110 6.973 0.898
80 H -1.360 2.332 7.904
81 H 1.345 2.382 6.416
82 H -0.816 -3.028 5.364
83 H 0.203 -3.371 3.946
84 H 3.767 5.372 2.444
85 H 4.480 1.884 4.891
86 H 6.108 4.394 4.280
87 H -3.915 2.118 -0.945
88 H 6.158 4.260 2.529
89 H 0.273 5.650 -1.637
90 H 1.541 3.856 -1.655
91 H -1.161 6.558 2.337
92 H -2.797 2.363 5.155
93 H -2.099 0.931 7.139
94 H 4.019 5.538 4.184

Atomic forces in eV per Å
Co -0.453 -0.685 -0.619
S 0.719 0.117 -0.271
S -0.349 0.556 -0.154
S 0.053 -0.525 0.668
F 0.041 -0.015 -0.048
O 0.003 0.049 -0.084
O 0.092 0.073 -0.467
O -0.082 0.013 -0.036
O -0.086 -0.187 0.122
N -0.311 0.260 0.462
N -0.073 0.423 0.087
N -0.068 -0.451 0.070
N 0.332 -0.464 -0.912
N 0.115 -0.190 -0.050
N -0.786 -0.015 -0.432
N 0.524 0.157 0.007
N 0.007 0.056 -0.158
C -0.006 0.234 -0.041
C -0.006 0.175 0.162
C -0.090 0.129 0.198
C 0.038 0.077 0.075
C 0.040 0.275 0.119
C 0.024 0.016 -0.052
C -0.447 -0.246 0.134
C -0.115 -0.098 0.025
C -0.015 -0.060 -0.074
C 0.013 0.031 -0.157
C -0.025 -0.031 -0.006
C -0.086 -0.077 0.028
C -0.056 0.004 0.398
C 0.085 -0.126 0.165
C 0.056 -0.024 -0.108
C 0.009 -0.061 -0.050
C 0.385 0.551 -0.210
C 0.014 -0.101 -0.037
C 0.056 0.108 -0.309
C -0.093 -0.020 -0.058
C 0.097 0.047 -0.056
C 0.054 -0.055 0.065
C -0.027 -0.303 0.046
C -0.147 0.083 0.177
C -0.045 0.041 -0.115
C -0.043 0.009 0.036
C 0.063 -0.102 0.068
C 0.008 -0.021 -0.040
C 0.052 -0.170 -0.184
C 0.000 -0.067 0.093
C 0.015 0.253 0.221
C 0.173 -0.105 -0.064
C -0.144 -0.248 -0.104
B 0.199 0.580 1.369
H 0.088 -0.009 -0.008
H 0.054 0.001 -0.021
H -0.020 -0.006 -0.001
H -0.008 0.000 0.000
H 0.081 0.024 0.008
H -0.015 -0.008 0.034
H 0.013 0.036 0.003
H -0.042 0.037 -0.014
H 0.000 -0.011 -0.014
H -0.040 0.021 0.034
H -0.005 0.000 -0.020
H 0.022 0.006 0.021
H 0.033 0.020 -0.033
H -0.037 0.006 0.011
H -0.127 0.073 -0.068
H -0.029 -0.041 -0.070
H 0.024 -0.016 0.028
H -0.019 0.012 -0.003
H 0.008 -0.010 0.013
H 0.018 0.015 0.023
H 0.125 -0.049 0.077
H -0.020 -0.010 0.027
H 0.063 0.001 0.001
H 0.115 0.020 -0.008
H 0.015 0.010 0.013
H 0.017 0.011 -0.047
H 0.006 -0.005 0.007
H -0.007 0.033 0.049
H -0.012 -0.003 0.008
H -0.021 0.011 -0.005
H 0.002 -0.013 -0.005
H 0.014 -0.006 0.046
H -0.028 0.020 -0.015
H 0.001 -0.005 0.007
H -0.007 -0.008 0.018
H -0.030 -0.017 0.017
H 0.046 -0.016 -0.001
H -0.031 0.045 -0.030
H 0.040 -0.037 -0.031
H 0.016 0.029 0.008
H 0.004 0.000 -0.013
H 0.010 -0.016 0.032
H -0.031 -0.013 0.025


Entry 6:
The following is a quantum chemistry calculation of a single C16H25N3O molecule in a non-equilibrium geometry, from OMol25.

Summary:
**Electronic energy**: -863.722286 a.u.
**Max |F|**: 0.242 Eh/bohr
**Multiplicity**: 1
**SMILES string**: CN1CCN(c2ccc(NC(=O)C(C)(C)C)cc2)CC1
**ΔE to the lowest compared entry with this formula, charge and spin**: 317.6 kcal per mole
**Frontier orbital gap**: 7.6 eV

CARTESIAN COORDINATES (ANGSTROEM)
1 O -3.565 1.635 0.368
2 N 5.877 -0.046 -0.116
3 N -2.758 -0.376 -0.059
4 N 2.829 -0.328 -0.305
5 C -5.274 -1.074 1.147
6 C -1.436 -0.307 -0.204
7 C 0.594 1.139 0.041
8 C 6.749 0.712 0.733
9 C -0.641 -1.463 -0.397
10 C -0.686 0.838 0.025
11 C 3.661 -1.275 0.087
12 C -6.251 1.196 0.415
13 C 3.568 1.058 -0.390
14 C 4.907 -1.027 0.726
15 C 0.668 -1.557 -0.130
16 C -3.741 0.474 -0.052
17 C 5.042 0.873 -1.001
18 C 1.378 -0.299 -0.090
19 C -5.481 -0.752 -1.249
20 C -5.132 -0.228 0.091
21 H -4.830 -2.023 1.116
22 H 3.129 -2.006 0.550
23 H -6.390 -1.592 1.195
24 H -1.278 1.603 0.052
25 H -1.100 -2.329 -0.447
26 H -5.947 1.684 1.277
27 H -4.851 -1.525 -1.395
28 H -6.531 -1.015 -1.479
29 H 3.625 1.691 0.595
30 H -5.154 0.131 -2.187
31 H -5.056 -0.501 2.087
32 H 6.140 1.470 1.300
33 H 4.720 -0.199 1.738
34 H 2.831 1.848 -0.961
35 H 7.233 1.233 -0.005
36 H 4.810 0.165 -1.755
37 H 7.275 -0.132 1.225
38 H 5.262 1.787 -0.966
39 H 3.862 -1.812 -0.610
40 H -3.063 -1.452 -0.152
41 H 1.022 1.995 0.059
42 H 1.278 -2.368 -0.580
43 H -6.058 1.903 -0.338
44 H 5.491 -1.855 0.986
45 H -7.165 0.922 -0.008

Atomic forces in eV per Å
O -0.270 -0.686 -1.834
N -3.159 -1.263 -0.377
N -1.599 -6.798 -1.767
N -4.087 8.843 -0.647
C -3.895 -3.237 5.354
C 5.860 -1.393 0.176
C 1.887 -12.253 -0.784
C -2.305 -1.681 0.846
C -2.253 3.525 1.654
C -1.084 -1.125 -0.622
C -0.447 0.804 5.931
C 3.435 -3.178 -2.884
C -2.480 1.256 0.474
C 2.577 7.988 3.014
C 4.368 3.162 -1.817
C -1.974 2.602 4.514
C -4.933 -9.157 3.418
C 1.639 2.467 0.262
C -1.275 4.512 -3.381
C -2.022 8.162 -4.339
H 1.877 -1.225 -0.053
H -1.656 -2.049 2.802
H 2.078 2.005 0.066
H -3.490 4.862 0.632
H -2.643 -4.323 -0.882
H -0.478 0.325 2.139
H 1.832 -3.055 -1.179
H 0.549 0.030 0.511
H -0.019 -1.727 -0.997
H -1.016 -2.633 2.843
H -0.276 -1.125 -0.441
H 0.802 -0.773 0.615
H 0.368 -2.939 -2.195
H 2.111 -2.278 0.479
H 2.508 1.462 -1.048
H 0.413 0.846 -2.264
H 0.429 1.570 0.577
H 3.225 7.116 -1.231
H 3.102 -6.370 -9.481
H 0.630 3.339 0.175
H 2.717 5.450 0.299
H -0.651 0.142 0.959
H 1.288 1.097 -1.162
H 0.560 -1.255 0.510
H -2.241 -1.042 1.135


Q: What is the max |F| in the second record?
A: 0.019 Eh/bohr


Q: Which formula does entry 6 have?
A: C16H25N3O


Q: Number 1 is which compound?
A: C18H27N9